{
  "formula": "C6H8O6Sc",
  "method": "ωB97M-V/def2-TZVPD",
  "species": ["O", "C", "O", "O", "C", "C", "C", "C", "Sc", "H", "H", "H", "H", "H", "H", "O", "C", "O", "H", "O", "H"],
  "xyz": [[3.82501, 0.87129, -0.87909], [2.81664, 0.38677, -0.34630], [1.80394, 1.24240, -0.25609], [2.79842, -0.81017, 0.10055], [1.60030, -1.43389, 0.65728], [0.42260, -1.36064, -0.26100], [-0.81822, -1.21733, 0.21828], [-2.00028, -0.88262, -0.63644], [3.42513, 2.87774, -0.64523], [1.40684, -0.96974, 1.63224], [1.92189, -2.46969, 0.80690], [0.58453, -1.58703, -1.31942], [-1.00177, -1.26611, 1.29684], [-2.64087, -1.77176, -0.70498], [-1.71356, -0.58128, -1.65080], [-2.88482, 0.11621, -0.11478], [-2.58732, 1.37170, 0.13733], [-1.71421, 1.94828, -0.48143], [-2.93008, 2.76832, 1.36706], [-3.07543, 1.81370, 1.28371], [0.76128, 0.95386, -0.20461]],
  "homo_lumo_gap_ev": [9.21, 4.04],
  "total_charge": 3,
  "homo_energy_ev": [-21.480, -20.358],
  "lumo_ha": [-0.4511, -0.5995]
}

---

{
  "formula": "C6H8OS",
  "method": "ωB97M-V/def2-TZVPD",
  "species": ["C", "C", "O", "C", "S", "C", "C", "C", "H", "H", "H", "H", "H", "H", "H", "H"],
  "xyz": [[-0.83060, 2.16788, -0.06423], [-1.07157, 0.93255, 0.07785], [-2.23217, 0.23503, 0.29822], [-2.20601, -1.08711, -0.27042], [-0.54739, -1.85288, -0.18486], [0.15309, -0.30573, 0.10002], [1.40220, 0.05691, 0.19579], [2.51611, -0.89332, 0.27303], [-1.72789, 2.79703, -0.08720], [0.08629, 2.55815, -0.14476], [-3.05086, -1.51874, 0.31980], [-2.50200, -1.11499, -1.30186], [1.87669, 1.06330, 0.16419], [2.93408, -0.88402, 1.26890], [3.17183, -0.40082, -0.56563], [2.02820, -1.75325, -0.07886]],
  "homo_lumo_gap_ev": 9.01,
  "smiles": "C=C1OCS/C1=C\\C",
  "homo_energy_ev": -8.192,
  "lumo_ha": 0.0300
}

---

{
  "formula": "C6H8OS",
  "method": "ωB97M-V/def2-TZVPD",
  "species": ["C", "C", "C", "C", "C", "C", "H", "H", "H", "H", "H", "H", "H", "H", "O", "S"],
  "xyz": [[1.02134, 0.62422, 0.34834], [0.26417, 1.72889, -0.47022], [-1.11623, 1.40778, -0.34576], [-1.42624, 0.06772, 0.29597], [-0.29570, -1.49521, -0.50349], [-0.05181, -0.33392, 0.62199], [2.09516, -2.27051, 0.49414], [1.46621, 1.00673, 1.32317], [0.65541, 2.66698, -0.90836], [-1.82594, 2.06385, -0.97350], [-2.10716, 0.00058, 1.29623], [0.31283, -1.11579, -1.41322], [-0.16261, -2.47774, -0.27988], [0.01280, -0.76925, 1.54242], [-1.59875, -0.96726, -0.68714], [2.75654, -0.13708, -0.34068]],
  "homo_lumo_gap_ev": 6.89,
  "homo_energy_ev": -9.172,
  "lumo_ha": -0.0838
}

---

{
  "formula": "C6H8OS",
  "method": "ωB97M-V/def2-TZVPD",
  "species": ["C", "C", "C", "C", "C", "C", "H", "H", "H", "H", "H", "H", "H", "H", "O", "S"],
  "xyz": [[-0.00285, 0.34170, -0.81999], [0.21021, 1.29381, 0.39430], [-0.15567, 0.48786, 1.56515], [1.09784, -0.32284, 1.18365], [0.79103, -0.79005, -0.23457], [0.81625, -2.06370, -0.47740], [-2.24798, 1.29128, -1.14524], [0.18534, 0.76425, -1.82995], [0.01489, 2.27898, 0.18471], [-1.21120, 0.02319, 1.64411], [-0.02759, 1.10907, 2.46601], [1.88274, -0.88861, 1.78376], [1.08605, -2.83878, 0.24685], [0.52275, -2.55379, -1.58194], [1.57233, 1.03460, 0.81739], [-1.83278, -0.07144, -1.12339]],
  "homo_lumo_gap_ev": 9.81,
  "homo_energy_ev": -9.124,
  "lumo_ha": 0.0253
}

---

{
  "formula": "C6H8OSi",
  "method": "ωB97M-V/def2-TZVPD",
  "species": ["C", "C", "C", "C", "C", "C", "O", "Si", "H", "H", "H", "H", "H", "H", "H", "H"],
  "xyz": [[2.10823, -1.19262, -0.38369], [-0.09304, 2.53596, 1.49975], [1.16173, -0.46803, -0.21416], [-0.01403, 1.46173, 0.94053], [-0.39281, -1.12800, 1.93471], [-0.00907, 0.23008, 0.13295], [-1.03136, 0.00592, -0.82788], [-0.88207, 0.21745, -2.44660], [3.06276, -1.71912, -0.50146], [-0.22361, 3.42007, 2.04876], [-1.42152, -1.24441, 1.96258], [0.21244, -2.08919, 1.63120], [0.22313, -0.43556, 2.66825], [0.46620, 0.71697, -2.41385], [-2.03810, 0.91317, -3.11995], [-1.12887, -1.22441, -2.91112]],
  "homo_lumo_gap_ev": [8.25, 8.25],
  "homo_energy_ev": [-8.180, -8.181],
  "lumo_ha": [0.0025, 0.0025]
}

---

{
  "formula": "C6H8S",
  "method": "ωB97M-V/def2-TZVPD",
  "species": ["C", "C", "C", "C", "C", "C", "S", "H", "H", "H", "H", "H", "H", "H", "H"],
  "xyz": [[-2.23579, 0.27823, -1.30043], [-1.05661, 0.18818, -0.78101], [-0.72613, -0.05591, 0.73291], [0.66194, -0.60722, 0.64002], [2.12717, -0.36393, 0.82715], [1.39576, 0.41079, -0.20685], [0.50065, 0.28040, -1.75318], [-3.17526, 0.20000, -0.67921], [-2.38359, 0.45155, -2.38915], [-0.80144, 0.92537, 1.27488], [-1.50431, -0.67993, 1.14914], [0.65862, -1.56862, 0.10392], [2.51886, 0.30924, 1.61085], [2.78706, -1.19307, 0.57091], [1.23307, 1.42491, 0.20004]],
  "homo_lumo_gap_ev": 9.21,
  "smiles": "C=C1C[C@@H]2C[C@H]2S1",
  "homo_energy_ev": -8.244,
  "lumo_ha": 0.0357
}

---

{
  "formula": "C6H8S4",
  "method": "ωB97M-V/def2-TZVPD",
  "species": ["C", "C", "C", "S", "C", "C", "S", "C", "S", "S", "H", "H", "H", "H", "H", "H", "H", "H"],
  "xyz": [[1.77675, -1.16455, -0.73653], [1.04498, -0.02666, -0.94420], [0.66101, 0.77911, 0.26725], [1.79068, 2.13272, 0.54628], [-0.26352, 0.61155, 1.17934], [-1.27149, -0.48516, 0.92992], [-0.58046, -2.18073, 1.34011], [-1.99959, -0.26138, -0.42500], [-2.16196, -1.33989, -1.61801], [-2.92231, 1.21985, -0.23665], [2.13053, -1.94586, -1.58783], [2.02647, -1.54997, 0.18286], [0.75964, 0.25847, -1.92059], [2.11118, 1.84355, 1.75132], [-0.30140, 1.08706, 2.05321], [-1.99075, -0.23406, 1.72488], [0.19049, -2.21619, 0.19890], [-3.51010, 1.10843, -1.45461]],
  "homo_lumo_gap_ev": 8.22,
  "smiles": "C=C/C(S)=C\\[C@H](S)C(=S)S",
  "homo_energy_ev": -8.677,
  "lumo_ha": -0.0170
}

---

{
  "formula": "C6H9B4BeF16N3",
  "method": "ωB97M-V/def2-TZVPD",
  "species": ["Be", "B", "F", "F", "F", "F", "B", "F", "F", "F", "F", "B", "F", "F", "F", "F", "B", "F", "F", "F", "F", "C", "C", "N", "H", "H", "H", "C", "C", "N", "H", "H", "H", "C", "C", "N", "H", "H", "H"],
  "xyz": [[-9.03379, 2.77394, 25.46128], [-6.76956, 3.24892, 23.26064], [-5.85727, 2.53200, 22.58353], [-6.55349, 4.56569, 22.96662], [-8.05755, 2.81505, 23.10682], [-6.49882, 3.07125, 24.57538], [-11.35551, 1.14983, 24.13321], [-10.56191, 2.07397, 23.52528], [-11.12946, -0.06248, 23.51600], [-10.94930, 1.09563, 25.47138], [-12.62365, 1.62311, 24.01206], [-7.46227, 4.86929, 27.25905], [-7.42146, 5.25644, 28.56130], [-6.47374, 5.42599, 26.49347], [-7.34234, 3.49344, 27.25961], [-8.72102, 5.19072, 26.78626], [-6.97348, 0.14157, 25.25680], [-8.27737, 0.54074, 25.18016], [-6.23190, 0.40167, 24.10309], [-6.55192, 0.87684, 26.30430], [-6.88346, -1.20664, 25.63593], [-8.52918, 1.55325, 30.32643], [-9.09516, 1.60294, 29.00199], [-9.55874, 1.62418, 27.89606], [-7.84188, 2.37639, 30.52181], [-7.81283, 0.73489, 30.39881], [-9.28631, 1.37293, 31.08955], [-13.53991, 5.11914, 27.30962], [-12.36728, 4.41406, 26.75176], [-11.48426, 3.78449, 26.34125], [-14.40925, 4.46812, 27.21733], [-13.63824, 6.03715, 26.73024], [-13.37171, 5.35068, 28.36138], [-8.44957, 7.14431, 22.70874], [-8.95740, 6.01034, 23.55172], [-9.41664, 5.11211, 24.18259], [-7.36306, 7.08931, 22.77629], [-8.77386, 8.02366, 23.26521], [-8.79753, 7.00952, 21.68460]],
  "homo_lumo_gap_ev": 9.10,
  "total_charge": -2,
  "homo_energy_ev": -4.995,
  "lumo_ha": 0.1509
}

---

{
  "formula": "C6H9Br",
  "method": "ωB97M-V/def2-TZVPD",
  "species": ["C", "C", "C", "Br", "C", "C", "C", "H", "H", "H", "H", "H", "H", "H", "H", "H"],
  "xyz": [[-1.66618, 1.41372, -1.94319], [-0.72709, 1.50854, -1.19987], [0.14968, 1.68884, -0.03390], [1.78642, 2.67605, -0.51880], [0.46497, 0.23026, 0.46059], [1.44467, -0.52455, -0.49823], [-0.82769, -0.45691, 0.89486], [-2.30824, 1.20750, -2.70837], [-0.29844, 2.24771, 0.80964], [1.01091, 0.35790, 1.46052], [1.07107, -0.68505, -1.47772], [2.44970, 0.00269, -0.55460], [1.62316, -1.42026, -0.11007], [-1.46618, -0.82369, -0.00895], [-1.38890, 0.30036, 1.54488], [-0.63790, -1.43657, 1.43678]],
  "homo_lumo_gap_ev": 10.95,
  "smiles": "C#C[C@H](Br)C(C)C",
  "homo_energy_ev": -10.131,
  "lumo_ha": 0.0302
}

---

{
  "formula": "C6H9Br3N5",
  "method": "ωB97M-V/def2-TZVPD",
  "species": ["C", "C", "C", "C", "C", "C", "N", "N", "N", "N", "N", "Br", "Br", "Br", "H", "H", "H", "H", "H", "H", "H", "H", "H"],
  "xyz": [[-1.92340, -1.74185, -1.81022], [-3.43280, -1.43561, -0.20112], [-1.33256, -0.77552, 0.13025], [2.10286, 0.82573, -0.15926], [0.08013, 0.13452, 1.35208], [0.89534, 1.26660, 0.65719], [-3.13240, -1.89211, -1.40100], [-0.86196, -1.18888, -1.03828], [-2.51427, -0.90458, 0.59109], [1.29156, 2.30495, 1.51079], [1.94042, -0.42284, -0.97910], [1.19036, -1.41876, 1.98402], [-1.11118, 0.87693, 2.75976], [-0.45085, 1.73086, -1.22479], [-1.62767, -1.84695, -2.79110], [-4.32888, -1.74433, 0.25930], [2.87931, 0.73369, 0.67364], [2.25034, 1.82328, -0.60380], [0.95385, 2.43832, 2.51007], [1.40455, 3.21379, 1.03244], [1.91278, -1.11839, -0.24101], [2.75511, -0.47502, -1.56471], [1.05936, -0.38383, -1.44625]],
  "homo_lumo_gap_ev": 8.54,
  "total_charge": 1,
  "homo_energy_ev": -13.030,
  "lumo_ha": -0.1651
}

---

{
  "formula": "C6H9BrN2S",
  "method": "ωB97M-V/def2-TZVPD",
  "species": ["C", "S", "C", "C", "Br", "N", "C", "C", "C", "N", "H", "H", "H", "H", "H", "H", "H", "H", "H"],
  "xyz": [[2.35088, -1.27587, 0.06747], [0.79424, -2.21245, 0.03479], [-0.34700, -0.75233, 0.01712], [-1.95022, -1.48467, -0.01442], [-3.20043, -0.02424, -0.00306], [-0.10280, -0.00253, 1.23277], [-0.04952, 1.25374, 1.16626], [-0.33997, 2.08830, 0.00187], [-0.09605, 1.24570, -1.21272], [-0.19087, -0.00855, -1.21020], [2.36631, -0.53555, -0.63495], [3.11838, -1.91741, -0.11613], [2.57440, -0.95061, 0.97866], [-2.04270, -2.17718, 0.72758], [-2.07648, -2.02823, -0.92017], [0.31804, 1.81482, 2.12524], [-1.44347, 2.54137, 0.14893], [0.22898, 2.91525, -0.13566], [0.08827, 1.51044, -2.25338]],
  "homo_lumo_gap_ev": 9.25,
  "smiles": "CSC1(CBr)N=CCC=N1",
  "homo_energy_ev": -8.700,
  "lumo_ha": 0.0203
}

---

{
  "formula": "C6H9BrO2",
  "method": "ωB97M-V/def2-TZVPD",
  "species": ["C", "C", "C", "C", "C", "C", "O", "O", "Br", "H", "H", "H", "H", "H", "H", "H", "H", "H"],
  "xyz": [[0.39004, -1.40818, -0.55551], [-0.31526, 1.29197, 0.22284], [-0.79338, 0.73194, -1.07074], [1.39732, -0.67776, 0.32075], [-2.26544, 0.88019, -1.09655], [1.69342, -1.08744, 1.73586], [0.49671, -2.61338, -0.61146], [-0.61220, -0.72036, -1.10017], [2.91148, 0.30157, -0.53960], [0.55562, 1.85030, 0.21288], [-0.96412, 1.17351, 1.06034], [-0.10396, 1.10376, -1.92867], [-2.56309, 0.48010, -0.14254], [-2.66375, 0.42675, -2.01186], [-2.48819, 1.89927, -0.90066], [2.82647, -1.18187, 1.95280], [1.16441, -2.00884, 1.94656], [1.33393, -0.44153, 2.50572]],
  "homo_lumo_gap_ev": [8.13, 8.67],
  "homo_energy_ev": [-8.455, -8.912],
  "lumo_ha": [-0.0119, -0.0090]
}

---

{
  "formula": "C6H9Cl15",
  "method": "ωB97M-V/def2-TZVPD",
  "species": ["Cl", "C", "Cl", "Cl", "H", "Cl", "C", "Cl", "Cl", "H", "Cl", "C", "Cl", "Cl", "H", "Cl", "C", "Cl", "H", "H", "Cl", "C", "Cl", "H", "H", "Cl", "C", "Cl", "H", "H"],
  "xyz": [[4.84175, 3.08454, 0.90843], [3.60700, 2.16742, 1.82908], [2.36532, 3.35181, 2.27217], [4.30021, 1.28266, 3.22261], [3.17625, 1.52007, 1.06520], [-0.91001, 1.95552, 0.86914], [-0.36362, 0.55636, -0.22619], [1.35375, 0.89313, -0.78143], [-1.38107, 0.40812, -1.66525], [-0.41324, -0.33673, 0.39672], [2.30150, -3.89206, -0.65646], [1.21277, -3.41233, 0.67730], [1.85335, -1.87697, 1.20117], [1.13081, -4.63360, 1.97471], [0.21464, -3.31920, 0.24932], [-3.17738, 4.24259, -1.45036], [-3.87684, 4.05774, 0.18831], [-5.61389, 3.53831, 0.27246], [-3.28403, 3.40952, 0.83367], [-3.70652, 5.02535, 0.66035], [2.94594, 0.16758, -4.73330], [1.86660, -1.10848, -4.13168], [0.28980, -1.18743, -4.78712], [2.37599, -2.07208, -4.14198], [1.74482, -0.85677, -3.07815], [-1.54265, -1.45930, 2.54345], [-2.69060, -2.56829, 1.70293], [-2.16211, -4.23203, 1.93893], [-3.65316, -2.41502, 2.19086], [-2.80545, -2.29033, 0.65524]],
  "homo_lumo_gap_ev": 10.84,
  "smiles": "ClC(Cl)Cl.ClC(Cl)Cl.ClC(Cl)Cl.ClCCl.ClCCl.ClCCl",
  "homo_energy_ev": -10.831,
  "lumo_ha": 0.0003
}

---

Number 1: electronic energy -1444.31875 hartree. Number 2: electronic energy -706.72932 hartree. Number 3: electronic energy -706.57799 hartree. Number 4: electronic energy -706.71664 hartree. Number 5: electronic energy -597.89906 hartree. Number 6: electronic energy -631.48278 hartree. Number 7: electronic energy -1826.05369 hartree. Number 8: electronic energy -2111.20098 hartree. Number 9: electronic energy -2807.93850 hartree. Number 10: electronic energy -8229.49605 hartree. Number 11: electronic energy -3315.64497 hartree. Number 12: electronic energy -2958.37562 hartree. Number 13: electronic energy -7136.84719 hartree.